# C5H12N2O

An isolated molecule of C5H12N2O at a distorted geometry (ωB97M-V with the def2-TZVPD basis set, the OMol25 dataset).

Element x y z (Å)
O (0.488, 0.952, -1.790)
C (0.077, 0.408, -0.784)
N (-0.870, 0.974, 0.007)
C (-1.507, 2.174, -0.525)
C (-1.656, 0.258, 0.994)
C (0.639, -0.973, -0.406)
N (1.019, -1.149, 0.985)
C (1.611, -2.460, 1.217)
H (-2.097, 2.666, 0.250)
H (-0.766, 2.869, -0.909)
H (-2.178, 1.937, -1.350)
H (-1.463, -0.810, 0.957)
H (-2.715, 0.415, 0.825)
H (-1.401, 0.572, 2.001)
H (1.487, -1.107, -1.076)
H (-0.158, -1.675, -0.648)
H (1.646, -0.404, 1.269)
H (2.394, -2.722, 0.482)
H (0.813, -3.189, 1.261)
H (2.170, -2.431, 2.152)

Summary:
Energy relative to the best compared isomer or geometry (same formula, charge and spin), kcal/mol: 31.56